#a
ORCA calculation (ωB97M-V/def2-TZVPD) on 2 unconnected molecules or ions with the total composition C3H3Cl3.

The geometry in ORCA input format:
```
! RIJCOSX wB97M-V def2-TZVPD def2/J DEFGRID3
* xyz 0 1
C -0.223 0.564 -0.927
C 0.974 -0.228 -2.581
C -0.097 -0.277 0.261
Cl 1.625 0.637 -3.837
Cl 2.173 -1.232 -1.879
Cl -1.520 -1.279 0.768
H -1.257 0.640 -1.075
H 0.218 0.203 1.205
H 0.769 -0.982 0.041
*
```

Summary:
- LUMO level (spin up / spin down) (eV) = -1.4 / -1.1
- Kohn-Sham gap (spin up / spin down) (Eh) = 0.2680 / 0.3015
- HOMO level (spin up / spin down) (eV) = -8.665 / -9.289

For reference, the Löwdin charges in units of e are: atom 1 (C): 0.008, atom 2 (C): -1.056, atom 3 (C): -0.709, atom 4 (Cl): 0.601, atom 5 (Cl): 0.559, atom 6 (Cl): 0.496, atom 7 (H): 0.005, atom 8 (H): 0.079, atom 9 (H): 0.018

---

#b
ORCA calculation (ωB97M-V/def2-TZVPD) on C3H3Cl3 in the gas phase.

The geometry in ORCA input format:
```
! RIJCOSX wB97M-V def2-TZVPD def2/J DEFGRID3
* xyz 0 1
C 0.218 -0.654 0.816
C -0.214 -0.136 -0.533
C -0.202 1.127 -0.917
H -0.562 -0.956 -1.180
H -0.543 1.397 -1.909
H 0.131 1.944 -0.321
Cl -1.159 -1.494 1.573
Cl 0.796 0.616 1.909
Cl 1.534 -1.844 0.561
*
```

Summary:
- LUMO level (eV) = 0.7
- Kohn-Sham gap (Eh) = 0.4138
- HOMO level (eV) = -10.588

For reference, the Löwdin charges in units of e are: atom 1 (C): -1.588, atom 2 (C): -0.342, atom 3 (C): 0.006, atom 4 (H): 0.105, atom 5 (H): 0.067, atom 6 (H): 0.034, atom 7 (Cl): 0.569, atom 8 (Cl): 0.590, atom 9 (Cl): 0.559

---

#c
ORCA calculation (ωB97M-V/def2-TZVPD) on 2 unconnected molecules or ions with the total composition C3H3Cl3.

The geometry in ORCA input format:
```
! RIJCOSX wB97M-V def2-TZVPD def2/J DEFGRID3
* xyz 0 1
C -0.960 -0.654 1.724
C 0.294 -0.765 1.469
C 1.632 -2.118 -0.739
Cl 1.679 -0.253 2.226
Cl 0.493 -3.148 -1.516
Cl 2.681 -2.820 0.376
H -1.399 0.136 2.374
H -1.851 -0.940 1.173
H 2.038 -1.554 -1.572
*
```

Summary:
- LUMO level (spin up / spin down) (eV) = -0.5 / -0.6
- Kohn-Sham gap (spin up / spin down) (Eh) = 0.3070 / 0.3004
- HOMO level (spin up / spin down) (eV) = -8.897 / -8.749

For reference, the Löwdin charges in units of e are: atom 1 (C): -0.119, atom 2 (C): -0.654, atom 3 (C): -1.099, atom 4 (Cl): 0.648, atom 5 (Cl): 0.533, atom 6 (Cl): 0.564, atom 7 (H): 0.071, atom 8 (H): 0.053, atom 9 (H): 0.002

---

What should be chosen as the least stable of them? Choose #a.

---

#a
ORCA calculation (ωB97M-V/def2-TZVPD) on C3H9NS2 in the gas phase.

The geometry in ORCA input format:
```
! RIJCOSX wB97M-V def2-TZVPD def2/J DEFGRID3
* xyz 0 1
S -1.039 -2.821 -0.862
S -0.897 -1.931 0.982
C 0.683 -0.925 0.884
C 0.302 0.558 0.762
C -0.198 0.875 -0.659
N -0.174 2.320 -0.882
H -0.168 -3.861 -0.773
H 1.271 -1.107 1.782
H 1.245 -1.349 0.058
H -0.436 0.788 1.531
H 1.189 1.163 0.969
H 0.536 0.471 -1.359
H -1.151 0.362 -0.767
H -0.822 2.581 -1.611
H -0.341 2.875 -0.055
*
```

Summary:
- LUMO level (eV) = 0.5
- Kohn-Sham gap (Eh) = 0.3478
- HOMO level (eV) = -8.922

For reference, the Löwdin charges in units of e are: atom 1 (S): 0.280, atom 2 (S): 0.399, atom 3 (C): -0.511, atom 4 (C): -0.292, atom 5 (C): -0.311, atom 6 (N): -0.015, atom 7 (H): -0.188, atom 8 (H): 0.064, atom 9 (H): 0.056, atom 10 (H): 0.099, atom 11 (H): 0.109, atom 12 (H): 0.107, atom 13 (H): 0.085, atom 14 (H): 0.060, atom 15 (H): 0.058

---

#b
ORCA calculation (ωB97M-V/def2-TZVPD) on 2 unconnected molecules or ions with the total composition C3H9NS2.

The geometry in ORCA input format:
```
! RIJCOSX wB97M-V def2-TZVPD def2/J DEFGRID3
* xyz 0 1
C 1.445 -1.834 -1.579
C 2.355 -1.124 -0.889
N 2.146 -0.140 0.114
C 3.254 0.802 0.348
H 0.386 -1.564 -1.568
H 1.762 -2.617 -2.261
H 3.310 -1.635 -0.834
H 1.236 0.318 0.069
H 2.962 1.336 1.275
H 4.137 0.186 0.539
H 3.434 1.555 -0.474
S -1.709 -0.410 0.627
S -2.757 1.331 0.307
H -1.258 -0.558 -0.655
H -1.861 2.164 0.888
*
```

Summary:
- LUMO level (eV) = 0.4
- Kohn-Sham gap (Eh) = 0.3176
- HOMO level (eV) = -8.265

For reference, the Löwdin charges in units of e are: atom 1 (C): -0.020, atom 2 (C): -0.246, atom 3 (N): -0.107, atom 4 (C): -0.125, atom 5 (H): 0.011, atom 6 (H): 0.042, atom 7 (H): 0.099, atom 8 (H): 0.083, atom 9 (H): 0.079, atom 10 (H): 0.073, atom 11 (H): 0.087, atom 12 (S): 0.219, atom 13 (S): 0.220, atom 14 (H): -0.211, atom 15 (H): -0.204

---

#c
ORCA calculation (ωB97M-V/def2-TZVPD) on C3H9NS2 in the gas phase.

The geometry in ORCA input format:
```
! RIJCOSX wB97M-V def2-TZVPD def2/J DEFGRID3
* xyz 0 1
N 0.368 -0.597 -1.799
C -0.053 -0.684 -0.383
C -1.560 -0.716 -0.317
C 0.424 0.606 0.310
S 1.436 0.010 1.771
S 2.046 1.864 2.632
H 0.225 -1.530 -2.171
H 1.341 -0.345 -1.905
H 0.409 -1.576 0.049
H -2.050 -1.367 -1.049
H -2.073 -0.823 0.640
H -1.972 0.251 -0.636
H 0.940 1.282 -0.370
H -0.342 1.225 0.763
H 0.859 2.400 2.464
*
```

Summary:
- LUMO level (eV) = 0.5
- Kohn-Sham gap (Eh) = 0.3325
- HOMO level (eV) = -8.563

For reference, the Löwdin charges in units of e are: atom 1 (N): 0.021, atom 2 (C): -0.541, atom 3 (C): -0.089, atom 4 (C): -0.494, atom 5 (S): 0.420, atom 6 (S): 0.305, atom 7 (H): 0.071, atom 8 (H): 0.068, atom 9 (H): 0.102, atom 10 (H): 0.075, atom 11 (H): 0.083, atom 12 (H): 0.081, atom 13 (H): 0.079, atom 14 (H): 0.052, atom 15 (H): -0.233

---

What should be chosen as the least stable of them? Choose #b.

---

#a
ORCA calculation (ωB97M-V/def2-TZVPD) on 2 unconnected molecules or ions with the total composition C6H9N2.

The geometry in ORCA input format:
```
! RIJCOSX wB97M-V def2-TZVPD def2/J DEFGRID3
* xyz 1 1
C -0.913 3.011 -0.304
C -2.367 -1.304 0.425
C -0.210 -0.027 -0.246
C 2.026 -0.327 0.757
C 1.930 -1.336 -0.238
C 1.156 -0.051 -0.420
N -0.677 1.896 -0.469
N -1.065 -0.680 0.223
H -2.237 -2.362 0.129
H -1.020 3.982 -0.136
H -3.151 -0.785 -0.083
H -2.460 -1.382 1.544
H 1.563 -0.401 1.746
H 3.079 0.287 0.863
H 2.868 -1.405 -0.981
H 1.257 -2.268 -0.091
H 1.527 0.751 -1.132
*
```

Summary:
- LUMO level (eV) = -3.4
- Kohn-Sham gap (Eh) = 0.4146
- HOMO level (eV) = -14.639

For reference, the Löwdin charges in units of e are: atom 1 (C): 0.165, atom 2 (C): 0.005, atom 3 (C): -0.120, atom 4 (C): -0.139, atom 5 (C): -0.103, atom 6 (C): -0.293, atom 7 (N): 0.164, atom 8 (N): 0.148, atom 9 (H): 0.107, atom 10 (H): 0.052, atom 11 (H): 0.090, atom 12 (H): 0.119, atom 13 (H): 0.122, atom 14 (H): 0.185, atom 15 (H): 0.175, atom 16 (H): 0.154, atom 17 (H): 0.170

---

#b
ORCA calculation (ωB97M-V/def2-TZVPD) on a gas-phase ion, C6H9N2 (charge +1).

The geometry in ORCA input format:
```
! RIJCOSX wB97M-V def2-TZVPD def2/J DEFGRID3
* xyz 1 1
C -0.951 -1.187 1.372
C -1.232 -0.192 0.656
C -0.002 -2.157 1.588
C 0.678 -2.292 0.372
C -0.821 0.721 -0.154
C 1.214 -1.127 -0.262
N 1.454 0.089 0.314
N -1.360 2.145 -0.126
H -0.226 -2.998 2.248
H 0.871 -3.314 0.056
H -0.592 0.644 -1.130
H 1.798 -1.322 -1.090
H 2.277 0.481 0.027
H 1.432 0.108 1.277
H -2.377 2.416 -0.501
H -0.923 2.511 -0.987
H -1.246 2.486 0.819
*
```

Summary:
- LUMO level (eV) = -4.1
- Kohn-Sham gap (Eh) = 0.2910
- HOMO level (eV) = -11.987

For reference, the Löwdin charges in units of e are: atom 1 (C): 0.030, atom 2 (C): -0.061, atom 3 (C): -0.060, atom 4 (C): -0.071, atom 5 (C): -0.147, atom 6 (C): -0.115, atom 7 (N): 0.108, atom 8 (N): 0.162, atom 9 (H): 0.123, atom 10 (H): 0.120, atom 11 (H): 0.081, atom 12 (H): 0.099, atom 13 (H): 0.092, atom 14 (H): 0.097, atom 15 (H): 0.225, atom 16 (H): 0.162, atom 17 (H): 0.157

---

#c
ORCA calculation (ωB97M-V/def2-TZVPD) on 2 unconnected molecules or ions with the total composition C6H9N2.

The geometry in ORCA input format:
```
! RIJCOSX wB97M-V def2-TZVPD def2/J DEFGRID3
* xyz 1 1
C -0.099 -1.904 1.660
C -0.812 -0.883 1.179
C 1.076 -1.024 0.078
C 0.334 1.722 -1.331
C -0.795 2.140 -0.382
C -0.454 0.741 -0.655
N 1.055 -1.966 0.980
N -0.063 -0.294 0.158
H -0.334 -2.587 2.449
H -1.764 -0.504 1.407
H 1.803 -0.674 -0.691
H 0.434 2.018 -2.360
H 1.412 1.712 -0.880
H -0.452 2.600 0.535
H -1.719 2.412 -0.881
H -1.544 -1.010 -2.459
H 1.923 -2.499 1.193
*
```

Summary:
- LUMO level (spin up / spin down) (eV) = -4.8 / -3.7
- Kohn-Sham gap (spin up / spin down) (Eh) = 0.3453 / 0.3239
- HOMO level (spin up / spin down) (eV) = -14.217 / -12.484

For reference, the Löwdin charges in units of e are: atom 1 (C): -0.038, atom 2 (C): 0.029, atom 3 (C): -0.025, atom 4 (C): -0.087, atom 5 (C): -0.028, atom 6 (C): -0.250, atom 7 (N): 0.116, atom 8 (N): -0.002, atom 9 (H): 0.143, atom 10 (H): 0.136, atom 11 (H): 0.186, atom 12 (H): 0.110, atom 13 (H): 0.147, atom 14 (H): 0.118, atom 15 (H): 0.120, atom 16 (H): 0.109, atom 17 (H): 0.216

---

#d
ORCA calculation (ωB97M-V/def2-TZVPD) on a gas-phase ion, C6H9N2 (charge +1).

The geometry in ORCA input format:
```
! RIJCOSX wB97M-V def2-TZVPD def2/J DEFGRID3
* xyz 1 1
C 0.730 1.490 0.106
C 0.660 0.122 0.530
C -1.080 -0.720 -0.895
C 0.967 2.747 0.335
C 1.629 -0.218 1.607
C -1.617 -2.088 -1.207
N -0.096 -0.798 0.148
N -1.342 0.468 -1.227
H 0.514 3.503 -0.260
H 1.573 3.146 1.175
H 2.094 0.587 2.184
H 2.328 -0.816 0.991
H 1.038 -0.805 2.187
H -1.115 -2.798 -0.528
H -1.495 -2.407 -2.235
H -2.751 -2.165 -1.024
H -2.037 0.753 -1.886
*
```

Summary:
- LUMO level (spin up / spin down) (eV) = -6.6 / -6.6
- Kohn-Sham gap (spin up / spin down) (Eh) = 0.2947 / 0.2947
- HOMO level (spin up / spin down) (eV) = -14.581 / -14.581

For reference, the Löwdin charges in units of e are: atom 1 (C): 0.210, atom 2 (C): -0.361, atom 3 (C): -0.375, atom 4 (C): 0.169, atom 5 (C): 0.038, atom 6 (C): -0.005, atom 7 (N): 0.157, atom 8 (N): 0.221, atom 9 (H): 0.105, atom 10 (H): 0.143, atom 11 (H): 0.109, atom 12 (H): 0.133, atom 13 (H): 0.069, atom 14 (H): 0.087, atom 15 (H): 0.084, atom 16 (H): 0.125, atom 17 (H): 0.091

---

What should be chosen as the least stable of them? Choose #b.

---

#a
ORCA calculation (ωB97M-V/def2-TZVPD) on 4 unconnected molecules or ions with the total composition C4H18NO3.

The geometry in ORCA input format:
```
! RIJCOSX wB97M-V def2-TZVPD def2/J DEFGRID3
* xyz 1 1
C -0.966 -0.495 0.028
C -0.414 0.078 1.319
C 0.451 -0.884 2.139
C 1.693 -1.376 1.373
N -0.380 0.209 -1.195
H -0.739 -1.543 -0.125
H -2.032 -0.347 -0.058
H 0.179 0.975 1.154
H -1.243 0.488 1.899
H 0.770 -0.341 3.018
H -0.135 -1.728 2.498
H 1.555 -1.342 0.294
H 1.989 -2.374 1.702
H 2.531 -0.707 1.589
H -0.210 -0.392 -2.009
H 0.523 0.597 -0.902
H -0.954 0.985 -1.515
H -1.297 1.280 -4.355
H 0.066 1.883 -4.277
O -0.557 1.373 -3.736
H -2.847 3.027 3.148
H -1.364 2.688 3.249
O -2.175 2.436 2.788
H 1.868 -1.241 -3.426
H 2.050 -2.015 -2.107
O 1.639 -1.232 -2.490
*
```

Summary:
- LUMO level (eV) = -2.8
- Kohn-Sham gap (Eh) = 0.4275
- HOMO level (eV) = -14.402

For reference, the Löwdin charges in units of e are: atom 1 (C): -0.115, atom 2 (C): -0.201, atom 3 (C): -0.233, atom 4 (C): -0.085, atom 5 (N): 0.160, atom 6 (H): 0.128, atom 7 (H): 0.127, atom 8 (H): 0.118, atom 9 (H): 0.091, atom 10 (H): 0.107, atom 11 (H): 0.112, atom 12 (H): 0.037, atom 13 (H): 0.082, atom 14 (H): 0.082, atom 15 (H): 0.111, atom 16 (H): 0.148, atom 17 (H): 0.138, atom 18 (H): 0.065, atom 19 (H): 0.066, atom 20 (O): -0.049, atom 21 (H): 0.048, atom 22 (H): 0.045, atom 23 (O): -0.063, atom 24 (H): 0.064, atom 25 (H): 0.060, atom 26 (O): -0.045

---

#b
ORCA calculation (ωB97M-V/def2-TZVPD) on 4 unconnected molecules or ions with the total composition C4H18NO3.

The geometry in ORCA input format:
```
! RIJCOSX wB97M-V def2-TZVPD def2/J DEFGRID3
* xyz 1 1
C -0.055 -0.713 -0.611
C -0.443 -0.842 0.920
C 0.864 -0.536 1.712
C -1.474 0.198 1.270
N -1.279 -1.016 -1.418
H 0.513 0.136 -0.921
H 0.759 -1.454 -0.731
H -0.878 -1.835 1.108
H 1.672 -1.253 1.764
H 1.245 0.426 1.401
H 0.554 -0.599 2.761
H -1.168 1.197 0.859
H -1.348 0.289 2.347
H -2.480 0.037 0.863
H -1.125 -1.087 -2.420
H -1.712 -1.931 -1.220
H -1.939 -0.303 -1.132
H 1.464 2.403 0.469
H 0.963 2.609 -0.978
O 0.741 2.182 -0.143
H -2.792 -2.894 -3.404
H -1.334 -3.289 -3.672
O -1.884 -2.592 -3.282
H 3.559 3.541 2.279
H 3.993 4.013 0.834
O 3.583 3.314 1.345
*
```

Summary:
- LUMO level (eV) = -3.0
- Kohn-Sham gap (Eh) = 0.4152
- HOMO level (eV) = -14.297

For reference, the Löwdin charges in units of e are: atom 1 (C): -0.133, atom 2 (C): -0.386, atom 3 (C): -0.050, atom 4 (C): -0.087, atom 5 (N): 0.169, atom 6 (H): 0.096, atom 7 (H): 0.138, atom 8 (H): 0.140, atom 9 (H): 0.082, atom 10 (H): 0.062, atom 11 (H): 0.087, atom 12 (H): 0.088, atom 13 (H): 0.087, atom 14 (H): 0.080, atom 15 (H): 0.127, atom 16 (H): 0.159, atom 17 (H): 0.146, atom 18 (H): 0.033, atom 19 (H): 0.061, atom 20 (O): -0.062, atom 21 (H): 0.080, atom 22 (H): 0.085, atom 23 (O): -0.042, atom 24 (H): 0.046, atom 25 (H): 0.043, atom 26 (O): -0.048

---

What should be chosen as the least stable of them? Choose #b.

---

#a
ORCA calculation (ωB97M-V/def2-TZVPD) on C3H2N4O in the gas phase.

The geometry in ORCA input format:
```
! RIJCOSX wB97M-V def2-TZVPD def2/J DEFGRID3
* xyz 0 1
C -1.382 -0.023 0.074
C -0.613 1.173 -0.368
C 1.178 -0.735 0.546
H -0.841 1.919 -1.097
H 2.071 -1.479 0.947
N 0.621 1.335 -0.200
N 1.478 0.548 0.476
N 0.474 -1.457 -0.418
N -0.610 -1.121 -0.652
O -2.375 -0.162 0.692
*
```

Summary:
- LUMO level (eV) = -1.1
- Kohn-Sham gap (Eh) = 0.3125
- HOMO level (eV) = -9.561

For reference, the Löwdin charges in units of e are: atom 1 (C): -0.365, atom 2 (C): -0.066, atom 3 (C): -0.188, atom 4 (H): 0.116, atom 5 (H): 0.153, atom 6 (N): 0.000, atom 7 (N): 0.054, atom 8 (N): 0.030, atom 9 (N): 0.093, atom 10 (O): 0.173

---

#b
ORCA calculation (ωB97M-V/def2-TZVPD) on C3H2N4O in the gas phase.

The geometry in ORCA input format:
```
! RIJCOSX wB97M-V def2-TZVPD def2/J DEFGRID3
* xyz 0 1
C 0.686 1.275 0.554
C -1.035 -0.467 -0.447
C -0.088 -1.178 0.147
H -2.013 -1.143 -0.521
H -0.470 -2.258 0.246
N -0.070 1.606 -0.660
N -0.878 0.671 -0.977
N 1.252 -0.856 0.089
N 1.636 0.415 -0.040
O 0.980 1.936 1.609
*
```

Summary:
- LUMO level (eV) = -1.6
- Kohn-Sham gap (Eh) = 0.3176
- HOMO level (eV) = -10.245

For reference, the Löwdin charges in units of e are: atom 1 (C): -0.459, atom 2 (C): -0.218, atom 3 (C): -0.140, atom 4 (H): 0.164, atom 5 (H): 0.137, atom 6 (N): 0.185, atom 7 (N): 0.021, atom 8 (N): 0.085, atom 9 (N): 0.146, atom 10 (O): 0.079

---

What should be chosen as the least stable of them? Choose #b.